C29H26B2F4N7O8S2Ta | ωB97M-V/def2-TZVPD

CARTESIAN COORDINATES (ANGSTROEM)
Ta (0.220, -0.122, -0.017)
C (2.459, -3.598, 1.550)
C (1.624, -2.697, 0.738)
N (1.019, -1.660, 1.197)
O (1.410, -1.117, 2.398)
B (2.206, 0.133, 2.146)
F (2.560, 0.022, 0.719)
F (3.212, 0.249, 3.004)
O (1.393, 1.443, 2.149)
N (0.936, 1.675, 0.893)
C (1.203, 2.736, 0.237)
C (1.878, 3.926, 0.793)
C (0.962, 2.545, -1.237)
N (0.581, 1.353, -1.529)
O (0.517, 0.947, -2.809)
B (1.586, -0.104, -3.146)
F (1.605, -0.236, -4.477)
F (2.740, 0.295, -2.518)
O (1.179, -1.485, -2.580)
N (1.237, -1.621, -1.265)
C (1.562, -2.763, -0.754)
C (1.986, -3.935, -1.555)
C (1.351, 3.540, -2.256)
H (2.295, -3.436, 2.611)
H (3.514, -3.419, 1.310)
H (2.244, -4.636, 1.291)
H (2.133, 3.767, 1.836)
H (1.222, 4.796, 0.704)
H (2.783, 4.144, 0.221)
H (2.227, -3.629, -2.569)
H (1.176, -4.669, -1.596)
H (2.847, -4.419, -1.096)
H (1.316, 4.556, -1.871)
H (0.723, 3.441, -3.140)
H (2.377, 3.316, -2.572)
O (-0.996, -0.178, 2.011)
C (-1.248, 0.978, 2.803)
C (-0.982, 0.940, 4.146)
C (-1.223, 2.089, 4.892)
C (-1.738, 3.233, 4.292)
C (-2.026, 3.232, 2.939)
C (-1.766, 2.101, 2.163)
C (-2.211, 2.012, 0.789)
N (-1.735, 1.154, -0.036)
N (-2.509, 0.912, -1.158)
C (-2.177, -0.199, -1.690)
O (-1.111, -0.867, -1.127)
C (-2.829, -0.789, -2.842)
C (-4.031, -0.254, -3.304)
C (-4.636, -0.798, -4.418)
C (-4.044, -1.870, -5.079)
C (-2.844, -2.400, -4.624)
C (-2.234, -1.864, -3.503)
H (-0.575, 0.041, 4.590)
H (-1.005, 2.085, 5.952)
H (-1.929, 4.117, 4.884)
H (-2.464, 4.106, 2.471)
H (-3.066, 2.600, 0.461)
H (-4.480, 0.582, -2.782)
H (-5.570, -0.389, -4.779)
H (-4.519, -2.290, -5.955)
H (-2.381, -3.224, -5.150)
H (-1.285, -2.255, -3.159)
O (-0.310, -3.237, 6.302)
S (-0.248, -3.630, 4.937)
O (0.916, -4.245, 4.382)
N (-0.566, -2.268, 3.971)
C (-1.598, -2.490, 3.271)
S (-2.200, -1.372, 2.050)
C (-2.348, -3.759, 3.466)
C (-3.514, -4.217, 2.880)
C (-4.010, -5.449, 3.294)
C (-3.351, -6.194, 4.265)
C (-2.174, -5.733, 4.851)
C (-1.701, -4.512, 4.430)
H (-4.043, -3.642, 2.128)
H (-4.924, -5.829, 2.859)
H (-3.761, -7.147, 4.573)
H (-1.658, -6.308, 5.610)

Calculated values
2S+1: 1
Energy relative to the best compared isomer or geometry (same formula, charge and spin) in eV: 2.584
LUMO in eV: -8.03
Charge: +2
HOMO in hartree: -0.51747

---

C45H64BrI2KN8O5P2Se | ωB97M-V/def2-TZVPD

CARTESIAN COORDINATES (ANGSTROEM)
K (-0.616, -0.227, -0.849)
Br (2.670, 6.891, 3.965)
C (2.691, 6.748, 2.054)
C (3.051, 5.547, 1.464)
C (3.076, 5.452, 0.097)
C (2.764, 6.563, -0.725)
C (2.394, 7.766, -0.080)
C (2.357, 7.856, 1.290)
N (3.027, 6.601, -2.047)
N (3.117, 5.598, -2.832)
C (2.454, 4.435, -2.720)
C (3.066, 3.336, -3.357)
C (2.676, 2.047, -3.121)
C (1.574, 1.731, -2.275)
O (1.334, 0.564, -1.874)
C (0.713, 2.861, -1.944)
N (-0.528, 2.570, -1.537)
C (-1.362, 3.549, -1.290)
C (-1.023, 4.897, -1.423)
C (0.249, 5.217, -1.832)
C (1.169, 4.195, -2.109)
H (3.294, 4.690, 2.078)
H (3.366, 4.521, -0.370)
H (2.132, 8.615, -0.694)
H (2.071, 8.777, 1.778)
H (3.945, 3.543, -3.951)
H (3.235, 1.223, -3.544)
H (-2.356, 3.258, -0.981)
H (-1.753, 5.670, -1.229)
H (0.527, 6.251, -1.983)
I (-3.617, 1.258, -4.284)
C (-4.501, 0.069, -2.719)
I (-4.324, 0.712, 0.826)
H (-5.005, -0.768, -3.214)
H (-5.243, 0.707, -2.243)
C (-3.501, -1.945, -6.770)
C (-3.368, -2.923, -5.607)
O (-2.177, -2.708, -4.898)
P (-2.209, -1.957, -3.387)
O (-2.192, -3.240, -2.426)
C (-1.237, -4.288, -2.520)
C (-1.968, -5.603, -2.739)
O (-0.631, -1.617, -3.381)
C (-0.102, -0.711, -4.335)
C (0.574, -1.477, -5.461)
H (-4.377, -2.190, -7.368)
H (-2.612, -1.989, -7.396)
H (-3.596, -0.930, -6.390)
H (-3.342, -3.954, -5.992)
H (-4.233, -2.833, -4.939)
H (-0.677, -4.286, -1.579)
H (-0.549, -4.085, -3.347)
H (-2.668, -5.769, -1.924)
H (-1.262, -6.430, -2.780)
H (-2.529, -5.560, -3.672)
H (0.618, -0.088, -3.807)
H (-0.889, -0.071, -4.744)
H (1.358, -2.109, -5.050)
H (1.008, -0.783, -6.176)
H (-0.160, -2.106, -5.957)
O (-0.350, -0.007, 1.418)
P (-0.219, 0.518, 2.777)
N (1.207, 0.007, 3.570)
C (1.630, -1.343, 3.246)
C (3.017, -1.482, 3.896)
C (3.378, -0.050, 4.328)
C (2.408, 0.813, 3.522)
N (-1.403, 0.073, 3.853)
C (-1.220, 0.087, 5.284)
C (-1.414, -1.377, 5.701)
C (-2.451, -1.905, 4.700)
C (-2.440, -0.893, 3.541)
N (-0.104, 2.174, 2.867)
C (-0.694, 3.028, 3.883)
C (-0.495, 4.452, 3.358)
C (-0.391, 4.273, 1.845)
C (0.332, 2.938, 1.711)
H (1.695, -1.478, 2.158)
H (0.893, -2.056, 3.623)
H (3.743, -1.866, 3.178)
H (2.995, -2.164, 4.747)
H (4.422, 0.193, 4.135)
H (3.170, 0.079, 5.391)
H (2.784, 0.945, 2.495)
H (2.219, 1.788, 3.970)
H (-1.995, 0.716, 5.746)
H (-0.233, 0.478, 5.532)
H (-1.752, -1.465, 6.735)
H (-0.473, -1.917, 5.596)
H (-3.444, -1.929, 5.149)
H (-2.215, -2.909, 4.353)
H (-3.406, -0.381, 3.483)
H (-2.228, -1.351, 2.578)
H (-0.196, 2.895, 4.851)
H (-1.757, 2.796, 4.004)
H (0.432, 4.872, 3.750)
H (-1.316, 5.107, 3.640)
H (0.159, 5.083, 1.366)
H (-1.385, 4.203, 1.402)
H (1.422, 3.089, 1.732)
H (0.082, 2.402, 0.796)
Se (-3.607, -1.578, -0.561)
N (-2.038, -1.917, 0.043)
C (-2.113, -3.053, 0.781)
C (-1.042, -3.687, 1.401)
C (-1.270, -4.825, 2.151)
C (-2.557, -5.339, 2.293)
C (-3.634, -4.736, 1.669)
C (-3.424, -3.599, 0.899)
N (-4.387, -2.932, 0.200)
H (-0.040, -3.297, 1.256)
H (-0.443, -5.330, 2.638)
H (-2.720, -6.228, 2.893)
H (-4.632, -5.141, 1.775)
C (2.581, -4.858, -0.890)
C (2.532, -3.330, -0.748)
C (3.636, -2.856, 0.202)
C (2.702, -2.668, -2.141)
C (1.168, -2.814, -0.530)
H (3.531, -5.180, -1.319)
H (1.773, -5.201, -1.531)
H (2.470, -5.342, 0.079)
H (4.617, -3.211, -0.122)
H (3.447, -3.247, 1.202)
H (3.658, -1.768, 0.255)
H (3.694, -2.917, -2.516)
H (2.595, -1.585, -2.088)
H (1.951, -3.050, -2.828)
H (1.236, -1.823, -0.051)

Calculated values
2S+1: 1
Energy relative to the best compared isomer or geometry (same formula, charge and spin) in eV: 3.692
LUMO in eV: 3.40
Charge: -2
HOMO in hartree: -0.01867